[1]
{"formula": "C6H6N2O", "method": "wB97M-V/def2-TZVPD", "energy_ha": -416.87728, "e_above_lowest_kj_mol": 253.1, "smiles": "[H]/N=C1\\CO/C(=C/C#C)N1", "homo_lumo_gap_ev": 8.9, "spin_multiplicity": 1, "total_charge": 0, "species": ["O", "N", "N", "C", "C", "C", "C", "C", "C", "H", "H", "H", "H", "H", "H"], "positions_angstrom": [[0.61207, 0.96514, -1.23184], [-0.59913, -0.20488, 0.16679], [-2.77231, -0.00437, -0.58306], [1.87714, -0.13433, 0.49271], [1.65284, -0.92650, 1.65782], [0.72823, 0.27859, -0.11215], [-0.75802, 1.06876, -1.69600], [-1.54002, 0.17274, -0.69457], [1.51822, -1.58994, 2.65560], [-1.06339, 0.83848, -2.73710], [2.83826, 0.11743, 0.23851], [1.05486, -2.16981, 3.47969], [-0.99038, 2.15568, -1.57234], [-3.26760, 0.32567, -1.45768], [-0.73847, -0.73975, 0.99703]]}

---

[2]
{"formula": "C3H9N2O", "method": "wB97M-V/def2-TZVPD", "energy_ha": -304.20985, "e_above_lowest_kj_mol": 106.3, "smiles": "CNC(=O)C[NH3+]", "homo_lumo_gap_ev": 10.9, "spin_multiplicity": 1, "total_charge": 1, "species": ["O", "N", "N", "C", "C", "C", "H", "H", "H", "H", "H", "H", "H", "H", "H"], "positions_angstrom": [[0.99141, -0.85224, 0.93440], [0.99816, 1.05139, -0.33203], [-1.26392, -1.70947, 0.57975], [0.29802, 2.07686, -1.07313], [0.43623, 0.01001, 0.24828], [-0.97310, -0.48061, -0.22571], [0.02225, 1.79631, -2.09996], [-0.82399, -0.72680, -1.28649], [1.92399, 1.31474, -0.02486], [-0.68704, 2.35731, -0.67427], [-1.83293, -2.39246, 0.08193], [-1.84216, 0.09597, 0.12411], [-0.29886, -2.10013, 0.78999], [-1.71268, -1.45833, 1.45675], [0.83465, 3.01568, -1.16173]]}

---

[3]
{"formula": "C28H23Cl53F5N3OPSi", "method": "wB97M-V/def2-TZVPD", "energy_ha": -26839.67002, "homo_lumo_gap_ev": 7.8, "spin_multiplicity": 1, "total_charge": 1, "species": ["Cl", "Cl", "Cl", "Cl", "Cl", "Cl", "Cl", "Cl", "Cl", "Cl", "Cl", "Cl", "Cl", "Cl", "Cl", "Cl", "Cl", "Cl", "Cl", "Cl", "Cl", "Cl", "Cl", "Cl", "Cl", "Cl", "Cl", "Cl", "Cl", "Cl", "Cl", "Cl", "Cl", "Cl", "Cl", "Cl", "Cl", "Cl", "Cl", "Cl", "Cl", "Cl", "Cl", "Cl", "Cl", "Cl", "Cl", "Cl", "Cl", "Cl", "Cl", "Cl", "Cl", "P", "Si", "F", "F", "F", "F", "F", "O", "N", "N", "N", "C", "C", "C", "C", "C", "C", "C", "C", "C", "C", "C", "C", "C", "C", "C", "C", "C", "C", "C", "C", "C", "C", "C", "C", "C", "C", "C", "C", "H", "H", "H", "H", "H", "H", "H", "H", "H", "H", "H", "H", "H", "H", "H", "H", "H", "H", "H", "H", "H", "H", "H"], "positions_angstrom": [[-0.78713, -11.21751, -7.48591], [-0.58430, 4.42004, -0.32246], [2.07484, 8.03546, 11.39240], [-8.37484, 0.72141, 0.15352], [3.00412, -5.96553, -1.43489], [1.67738, -5.57324, 4.75400], [4.57129, 7.62565, 9.95520], [-7.80844, -5.35456, -8.07229], [-5.53588, 1.35857, 0.15531], [-6.72764, -7.92796, -7.25061], [4.01341, 4.27837, 9.01282], [-2.65134, -3.39926, -3.95169], [1.54527, -4.32393, 0.47373], [3.61919, 10.20513, 0.13258], [2.59984, 5.34568, -3.96593], [3.67129, -7.41720, 5.79806], [-2.89066, 9.04535, -6.45326], [5.43922, 4.75312, 1.75914], [1.17484, -7.00740, 7.23526], [-1.69107, 7.65235, -8.70854], [-1.76078, -10.82838, -10.20005], [-2.47953, -7.47211, -4.04701], [1.50735, 4.09287, -6.35397], [2.07714, 6.60382, 8.85941], [5.65455, 7.02280, 3.56694], [0.85956, -9.82058, -9.43594], [6.41287, 4.36398, 4.47328], [-0.28081, 5.09329, -4.28823], [4.42046, -4.67211, 0.75299], [-0.15488, -3.80907, -5.38889], [-0.73896, 7.13810, -6.00766], [-0.17866, 9.69093, -7.28639], [6.49984, 10.45752, 0.45488], [-4.93325, -5.70275, -7.79303], [2.57738, 9.46961, 8.91115], [-6.34959, -6.99616, -9.98091], [1.17714, -8.43904, 4.70226], [5.40735, 9.20471, -1.93316], [-1.54545, -8.55870, -8.39225], [5.23989, 7.84080, 0.63154], [1.33989, 2.72896, -3.78927], [1.61062, 4.00672, 7.39458], [-2.14880, -1.96511, -6.43294], [4.00796, 5.19471, 6.25125], [2.62607, -6.89733, 1.29541], [-7.49522, 3.44415, 0.68167], [-4.27393, -9.69733, -3.50459], [8.05956, 5.76092, 2.52325], [-7.02785, 1.35600, 2.65326], [-5.35473, -7.12393, -4.32627], [3.93424, 2.34606, 6.83898], [-2.64904, -4.83090, -6.48468], [-3.89588, -8.76553, -6.23489], [0.73274, 0.68539, 0.89720], [2.54107, 1.42350, 1.99879], [1.25056, -1.32710, -0.89154], [-4.70102, -4.81997, -0.30453], [-3.97305, -2.93837, -1.60387], [2.41025, -1.63066, 1.17065], [-2.81402, -5.00077, -1.93005], [2.05317, 3.81377, -0.77455], [-2.87831, -0.52668, 1.79556], [-2.35756, 0.97988, -0.07178], [-3.13155, 1.87963, 2.05291], [-2.47206, -3.65124, 0.30488], [1.29154, 4.31523, -4.59934], [5.19154, 9.42707, -0.17853], [0.82239, 3.25726, -0.64528], [6.39159, 5.47522, 3.08065], [0.74065, 1.62472, -0.76336], [-2.22703, 0.79952, 1.42132], [-1.15927, -2.73034, -0.08532], [-3.48776, -4.18167, -0.89549], [-1.37486, 8.38168, -7.11400], [-1.78698, -3.42759, 3.05411], [2.82515, 7.93360, 9.77952], [-6.45473, -6.49540, -8.27420], [1.92515, -7.10926, 5.62238], [-4.00102, -8.26476, -4.52818], [-0.80841, -10.10627, -8.87854], [4.08088, 1.33557, 0.82777], [2.89898, -5.46476, 0.27182], [-0.45083, -2.49033, 2.71859], [-7.10841, 1.72001, 0.91093], [-1.90102, -3.50113, -5.56456], [1.08735, -1.19718, 0.60496], [-2.80530, -4.01188, 1.87951], [-0.15024, -2.14286, 1.11081], [-0.73893, 1.03871, 2.04452], [2.27758, 3.25108, 2.66902], [3.39156, 3.95643, 7.37439], [2.75634, 0.34273, 3.62532], [-2.03577, -3.65311, 4.17827], [-3.40616, 1.04158, -0.24436], [1.68384, 3.92782, 1.92138], [-0.63519, 0.38241, 3.03666], [1.61794, 3.15278, 3.64986], [3.69219, 1.41570, -0.28574], [-3.82666, -0.35082, 2.22075], [-2.95380, 1.82141, 3.09165], [-2.80312, 2.82626, 1.74152], [-3.77137, -4.64682, 2.10891], [3.59984, -0.46752, 3.48623], [-0.15202, 1.30537, -1.48777], [0.25288, -2.05854, 3.57992], [2.94867, 1.07223, 4.52385], [-1.00249, -2.50174, -1.22863], [-0.66229, 2.18055, 2.36810], [-3.10857, -0.96927, 0.85563], [1.72714, 1.28214, -1.34008], [-2.03502, 1.97708, -0.25801], [4.85785, 2.21226, 1.03341], [3.29236, 3.77627, 2.92431], [1.68397, -0.15627, 3.78625], [4.66578, 0.31597, 0.93826]]}

---

[4]
{"formula": "C33H72F4N3O27P3", "method": "wB97M-V/def2-TZVPD", "energy_ha": -4920.00603, "homo_lumo_gap_ev": 8.2, "spin_multiplicity": 1, "total_charge": 0, "species": ["P", "P", "P", "F", "F", "F", "F", "O", "O", "O", "O", "O", "O", "O", "O", "O", "O", "O", "O", "O", "O", "O", "O", "O", "O", "O", "O", "O", "O", "O", "O", "O", "O", "O", "N", "N", "N", "C", "C", "C", "C", "C", "C", "C", "C", "C", "C", "C", "C", "C", "C", "C", "C", "C", "C", "C", "C", "C", "C", "C", "C", "C", "C", "C", "C", "C", "C", "C", "C", "C", "H", "H", "H", "H", "H", "H", "H", "H", "H", "H", "H", "H", "H", "H", "H", "H", "H", "H", "H", "H", "H", "H", "H", "H", "H", "H", "H", "H", "H", "H", "H", "H", "H", "H", "H", "H", "H", "H", "H", "H", "H", "H", "H", "H", "H", "H", "H", "H", "H", "H", "H", "H", "H", "H", "H", "H", "H", "H", "H", "H", "H", "H", "H", "H", "H", "H", "H", "H", "H", "H", "H", "H"], "positions_angstrom": [[-4.36907, 4.05049, 2.24701], [0.38835, -0.19873, 0.30562], [2.57982, 5.59206, -3.08338], [7.14137, -0.58243, 0.33910], [-0.08717, -3.47412, -2.36681], [-1.69790, 2.75063, 4.64228], [3.18173, 3.88615, 2.64781], [-0.24102, -1.63871, 0.43586], [-3.71242, 4.89874, 3.23546], [4.43156, 5.31335, 1.43831], [1.98751, -4.16762, -1.63758], [-4.28521, 4.61603, 0.74227], [-2.55818, 0.81271, 5.12148], [-0.55682, 0.80178, -0.22145], [-3.81827, 2.54367, 2.02383], [1.03555, 0.18082, 1.72860], [4.95316, -0.23115, -1.73376], [6.14883, 4.05448, 2.04148], [3.06888, 6.80090, -2.20591], [1.40813, 5.82524, -3.94117], [3.34523, -3.54770, 0.06859], [3.90462, 5.18386, -3.83869], [-7.68226, -1.30862, -2.05292], [3.89024, 1.48274, -0.74501], [1.19124, -4.08696, 0.39400], [6.28487, 6.28200, 2.20278], [-1.66983, -3.88372, 3.45753], [2.43150, 4.47059, -1.91976], [-5.91752, 3.77727, 2.53595], [4.92481, -0.12611, 0.44974], [-1.34376, -0.22646, 3.61352], [6.49856, -2.94438, -4.25087], [1.69647, -0.39083, -0.60318], [-3.53808, -0.72447, 3.77917], [-5.35355, 0.05192, -0.54163], [-4.20553, -2.62574, 3.36806], [3.81894, -3.12701, -3.85626], [5.64748, -1.39230, -1.32800], [-2.59743, -0.09020, 4.12719], [-3.94213, -3.82124, 4.19748], [5.88443, -1.11394, 0.18308], [-0.30651, -4.09106, 3.71851], [2.03488, 1.23985, 1.66709], [-8.44760, -2.45072, -2.40726], [-2.48921, -3.80568, 4.62748], [-6.70971, 2.85212, 1.77468], [-7.63986, -0.97752, -0.70032], [5.19613, 3.14073, 1.48965], [-1.63728, -1.82382, 0.62669], [-4.28485, -5.01582, 3.29072], [4.57703, -4.32870, -4.29885], [0.21925, -4.83056, -0.34669], [-2.51905, 2.39044, 1.44170], [-6.17087, -1.37119, 1.33359], [3.56958, -5.17765, -5.06959], [5.71408, -3.72626, -5.13229], [5.67169, 5.28586, 1.96298], [0.62298, -4.46193, -1.78009], [-0.47483, 0.77592, 4.14907], [-6.17805, -1.13230, -0.17072], [4.54882, 0.48583, -0.71743], [1.22067, 3.82989, -1.60902], [3.91559, 3.99691, 1.48459], [-1.33411, 1.52687, 5.15361], [-4.67711, 5.96897, 0.49166], [4.33405, 5.76892, -5.04142], [1.58007, -0.69531, -1.98471], [2.14624, 7.61002, -1.46186], [7.64934, -2.36331, -4.81700], [2.28341, -3.86790, -0.33551], [-2.73773, 2.30775, 0.37813], [-7.72065, 3.24365, 1.81831], [-8.61949, -2.35345, -3.47465], [0.45233, -5.88249, -0.18725], [-2.26714, -2.85613, 5.12254], [5.17334, -3.15136, -5.89806], [2.57931, 7.88008, -0.49946], [2.70717, -5.54392, -4.51359], [7.87517, -1.43126, -4.29919], [-5.75006, -2.06098, -0.56449], [2.54114, -0.57541, -2.48960], [3.01544, 0.80784, 1.83543], [1.50691, -1.78315, -2.10308], [-7.95978, -3.40179, -2.16871], [2.09341, 8.57469, -1.96820], [1.19167, 7.09842, -1.38086], [4.10871, -6.06536, -5.41372], [1.76565, 2.04456, 2.34586], [0.57269, 3.80227, -2.48712], [0.51747, -5.34754, -2.41439], [8.57813, -2.94094, -4.72279], [3.22326, -3.43052, -3.08978], [-6.74046, -2.27893, 1.54740], [5.09117, -5.01480, -3.61133], [-3.62367, -4.97296, 2.42774], [3.93734, 6.78393, -5.12121], [0.77696, -0.13676, -2.45808], [-5.46252, 6.35359, 1.14733], [-8.24315, -1.61479, -0.04621], [0.67412, 4.15339, -0.71810], [3.17340, 3.90901, 0.69440], [-9.36269, -2.44180, -1.80758], [-4.54393, -3.88256, 5.10665], [0.47442, 0.30121, 4.39553], [-3.75437, 6.53817, 0.59159], [5.50398, 2.91700, 0.46708], [-1.97531, 1.52212, 1.80624], [-0.96872, 1.61435, 6.17272], [0.26364, -4.21008, 2.79970], [3.17713, -4.57279, -5.88855], [5.41894, 5.91000, -5.06117], [4.13401, 5.15665, -5.92089], [5.07631, 2.14570, 1.91249], [6.60080, -1.54720, -1.82463], [-4.10274, -5.93296, 3.85212], [-0.11633, -4.89464, 4.43578], [-1.86109, -2.52241, 1.43526], [6.32922, -4.40879, -5.72646], [-3.93940, -1.77413, 3.86531], [-5.13751, -1.51187, 1.64830], [-3.47941, -2.61922, 2.65360], [7.50023, -2.24297, -5.89262], [-6.45725, 1.85082, 2.11633], [5.05036, -2.29947, -1.42721], [-2.12618, -2.20230, -0.27074], [-1.83214, 3.22584, 1.60133], [-7.92251, 0.06097, -0.50257], [-5.31525, -4.87067, 2.97793], [-2.27096, -4.66448, 5.27262], [1.35485, 2.76977, -1.36556], [-2.10485, -0.89168, 0.94867], [-6.69529, -0.59650, 1.89635], [-5.14214, 6.01202, -0.49307], [5.82354, -2.00384, 0.80747], [-6.45979, 2.80801, 0.70825], [-0.19402, 1.37814, 3.28419], [1.96195, 1.66198, 0.66595], [-4.38913, -0.15212, -0.30056], [4.46220, -2.45228, -3.45585], [-0.81887, -4.59969, -0.13083], [-5.41799, 0.07747, -1.55595], [0.14422, -3.19798, 4.17649]]}